[1]
The following is a quantum chemistry calculation of a structure of composition C32H36BaF3N2O5Sb, from the Open Molecules 2025 dataset.

The geometry in ORCA input format:
```
! wB97M-V def2-TZVPD RIJCOSX def2/J DEFGRID3
* xyz -2 1
Ba -0.50970 -0.75832 -0.50385
O -0.45628 -0.58114 -4.02752
C 0.75910 -1.14189 -4.47408
C 0.85251 -2.62592 -4.17127
N 1.00362 -2.86763 -2.74340
C 2.39304 -2.93203 -2.30390
C 2.80840 -1.84651 -1.28564
O 3.93408 -1.33960 -1.40396
O 1.94365 -1.58113 -0.40015
C 0.13221 -3.91414 -2.24048
C -1.36226 -3.57575 -2.47964
O -2.12175 -4.47278 -2.84227
O -1.66659 -2.35113 -2.27647
H -0.93211 -1.23990 -3.47319
H 1.60851 -0.63215 -3.99638
H 0.84048 -0.97450 -5.55619
H 1.68139 -3.07460 -4.74111
H -0.06833 -3.10301 -4.52040
H 3.06173 -2.83390 -3.16268
H 2.59891 -3.90636 -1.84146
H 0.28588 -3.98952 -1.15923
H 0.33898 -4.90082 -2.68396
C -0.80084 1.93622 3.56592
C -1.79571 2.87575 3.33686
C -2.16477 3.16402 2.03788
C -1.53249 2.51599 0.96882
N -0.57087 1.60717 1.20252
C -0.23193 1.32963 2.45996
C -1.91906 2.77063 -0.44293
C -2.39968 4.04211 -0.78759
C -2.81980 4.29338 -2.08177
C -2.74711 3.26699 -3.02110
C -2.23406 2.02553 -2.66267
C -1.79517 1.70662 -1.36075
H -0.49112 1.65996 4.56437
H -2.29500 3.36213 4.16732
H -2.96581 3.86156 1.83508
H 0.53094 0.56695 2.58550
H -2.42388 4.84478 -0.05448
H -3.18138 5.27750 -2.36044
H -3.07235 3.44745 -4.04260
H -2.15544 1.27119 -3.44169
C 4.50794 3.11155 -3.00031
C 3.85085 1.74960 -2.80976
Sb 2.03116 1.65901 -1.62076
C 3.01060 1.53685 0.29924
C 4.08713 2.57134 0.60067
C 1.62918 3.77927 -1.52796
C 0.88840 4.27586 -2.76672
H 5.41929 3.03283 -3.60400
H 4.78641 3.56888 -2.04967
H 3.84358 3.81561 -3.50704
H 4.51326 1.03459 -2.31762
H 3.60124 1.31477 -3.78008
H 3.41548 0.52440 0.31208
H 2.21290 1.58015 1.04275
H 4.92682 2.48185 -0.09172
H 4.49164 2.43809 1.61033
H 3.71059 3.59530 0.53571
H 2.55941 4.32808 -1.36694
H 1.00323 3.91598 -0.64169
H 1.46696 4.09610 -3.67842
H 0.67901 5.34947 -2.71762
H -0.06651 3.76043 -2.87828
F -3.21001 -4.67460 8.81717
C -3.76894 -5.14944 7.67929
F -3.59042 -6.48839 7.69496
F -5.10658 -4.95830 7.83132
C -3.22493 -4.50445 6.45370
C -3.09934 -5.22530 5.27023
C -2.64600 -4.60510 4.12266
C -2.30219 -3.24146 4.11291
C -2.43773 -2.53446 5.32130
C -2.89260 -3.15299 6.46902
C -1.84194 -2.60607 2.92994
C -1.44169 -2.05646 1.90336
H -3.35583 -6.27679 5.25025
H -2.54573 -5.16030 3.19984
H -2.17810 -1.48427 5.33469
H -2.98645 -2.58444 7.38618
*
```

The orbital gap is 6.4 eV. The calculation puts the relative energy (zero: lowest compared OMol25 entry of this formula, charge and spin) at 0.4 kcal/mol. The calculation puts the LUMO energy at 0.1503 hartree.

[2]
The following is a quantum chemistry calculation of a structure of composition C32H36ClIrN4, from the Open Molecules 2025 dataset.

The geometry in ORCA input format:
```
! wB97M-V def2-TZVPD RIJCOSX def2/J DEFGRID3
* xyz 3 6
Ir -0.58889 -0.31529 -0.02972
C -0.33885 -2.75231 3.60272
C -1.76149 -2.43581 3.27419
C -2.79598 -3.26452 3.61493
C -4.12371 -2.92410 3.29174
C -4.44249 -1.73476 2.59789
C -3.45394 -0.87454 2.21629
C -3.71563 0.39050 1.46741
C -2.10364 -1.21452 2.58596
N -1.09532 -0.34912 2.19737
C -0.41304 0.41726 2.97398
C -0.69118 0.59625 4.42205
C 0.68356 1.19975 2.31920
C 1.53948 2.09574 3.14521
N 0.78263 1.02793 1.05579
C 1.78313 1.72602 0.28786
C 1.40946 2.90658 -0.35447
C 0.05564 3.53446 -0.16383
C 2.36360 3.52207 -1.15962
C 3.62575 2.97232 -1.31904
C 3.96791 1.80468 -0.65333
C 3.05649 1.16082 0.17821
C 3.47518 -0.04457 0.97614
H -0.24683 -3.77376 3.96309
H 0.03511 -2.09314 4.39102
H 0.30810 -2.62722 2.73378
H -2.60133 -4.19044 4.14014
H -4.92451 -3.59611 3.57594
H -5.47915 -1.51637 2.37723
H -4.77773 0.52338 1.27858
H -3.18903 0.36419 0.50330
H -3.35042 1.26356 2.01098
H -1.47190 -0.06976 4.78348
H -1.00434 1.62904 4.60236
H 0.21839 0.44670 5.00710
H 0.92764 2.77123 3.74533
H 2.20825 2.68230 2.52157
H 2.14044 1.50222 3.83952
H -0.73070 2.80090 0.02977
H -0.22782 4.10707 -1.04534
H 0.06980 4.23160 0.67766
H 2.11054 4.44938 -1.65874
H 4.35452 3.46648 -1.94734
H 4.96523 1.39557 -0.75835
H 4.27721 -0.58511 0.47409
H 2.65246 -0.73821 1.15491
H 3.86896 0.25773 1.94965
N -1.15244 1.68865 -5.83562
C -1.04413 1.28656 -4.57548
C -2.18407 0.92050 -3.81411
C -2.03433 0.52868 -2.52193
N -0.82695 0.46378 -1.89233
C 0.27230 0.80066 -2.62503
C 0.21153 1.20207 -3.92372
H -2.04962 1.76649 -6.28750
H -0.34655 1.96953 -6.37058
H -3.17381 0.96023 -4.24830
H -2.89820 0.24953 -1.93415
H 1.22162 0.74344 -2.10924
H 1.12306 1.47153 -4.44051
Cl 2.01771 -2.44482 -5.85475
C 1.57141 -2.41777 -4.22669
C 2.52918 -2.06626 -3.24824
C 2.17055 -2.04448 -1.93478
C 0.84199 -2.38523 -1.52707
C 0.47787 -2.36576 -0.14897
C -0.10877 -2.72423 -2.54648
C 0.24647 -2.74903 -3.85952
H 3.53809 -1.83156 -3.56050
H 2.89730 -1.77933 -1.17661
H 1.30683 -2.38982 0.54824
H -0.38125 -2.98063 0.11931
H -1.11833 -2.98568 -2.25349
H -0.45906 -3.03310 -4.62861
*
```

The orbital gap (spin up / spin down) is 6.0 / 4.3 eV. The calculation puts the relative energy (zero: lowest compared OMol25 entry of this formula, charge and spin) at 1.7 kcal/mol. The calculation puts the LUMO energy (spin up / spin down) at -0.3420 / -0.4444 hartree.

[3]
The following is a quantum chemistry calculation of a cluster of 6 separate species, C32H36FIN7 in total, from the Open Molecules 2025 dataset.

The geometry in ORCA input format:
```
! wB97M-V def2-TZVPD RIJCOSX def2/J DEFGRID3
* xyz 1 1
C -5.26658 1.03757 0.16139
C -4.68951 2.09043 -0.78801
C -3.41618 2.81645 -0.28110
I -2.14798 3.38642 -1.90338
C -2.63412 2.05933 0.73310
N -2.78467 2.33923 2.07956
C -2.03657 1.53313 2.83430
N -1.42432 0.75104 1.95306
F -0.56333 -0.20024 2.32792
C -1.74153 1.02214 0.64300
C -1.17769 0.24303 -0.49305
H -6.31604 0.87632 -0.10202
H -5.25387 1.34450 1.21195
H -4.74023 0.08308 0.06227
H -5.44095 2.85608 -0.98876
H -4.46002 1.61409 -1.74386
H -3.68780 3.77860 0.15989
H -3.38537 3.05903 2.45702
H -1.94221 1.50945 3.90947
H -0.53337 0.87497 -1.11955
H -1.98736 -0.14521 -1.11680
H -0.58053 -0.58859 -0.11978
N 1.58680 1.73221 -1.46276
C 2.27251 0.68717 -1.00097
C 3.61545 0.73782 -0.66246
C 4.28487 1.94264 -0.80585
C 3.58447 3.04027 -1.28144
C 2.24309 2.88477 -1.59426
H 1.71859 -0.24079 -0.91112
H 4.12081 -0.14871 -0.30438
H 5.33455 2.02407 -0.55604
H 4.06681 3.99866 -1.41380
H 1.66647 3.72090 -1.97428
N 1.49551 3.49326 6.88633
C 0.82024 3.38192 5.74732
C 1.01713 2.35087 4.84132
C 1.96977 1.38437 5.12697
C 2.68189 1.49235 6.30887
C 2.40697 2.56138 7.15183
H 0.08951 4.16049 5.55192
H 0.44963 2.32146 3.91920
H 2.15636 0.56631 4.44284
H 3.43697 0.76675 6.57696
H 2.94460 2.67699 8.08575
N 1.18263 -3.44040 -2.49263
C 2.06125 -4.43615 -2.59701
C 3.35563 -4.27026 -3.06804
C 3.76442 -3.00195 -3.44930
C 2.86030 -1.95640 -3.34912
C 1.58801 -2.23040 -2.87013
H 1.70829 -5.41461 -2.29112
H 4.02651 -5.11627 -3.13640
H 4.76739 -2.83712 -3.82376
H 3.13153 -0.94963 -3.63793
H 0.85084 -1.43779 -2.78479
N -8.62149 0.53838 -0.55304
C -9.83863 1.08026 -0.56353
C -10.99880 0.35296 -0.77774
C -10.89350 -1.01110 -0.99551
C -9.63441 -1.58925 -0.98933
C -8.53669 -0.77431 -0.76378
H -9.88516 2.15004 -0.39382
H -11.95987 0.84788 -0.77470
H -11.77620 -1.61251 -1.16805
H -9.50248 -2.64913 -1.15664
H -7.53651 -1.19612 -0.75247
N 7.45432 -3.94562 -3.07299
C 8.77643 -3.85116 -3.19601
C 9.61868 -3.50282 -2.15004
C 9.05987 -3.23359 -0.91117
C 7.68414 -3.32518 -0.76941
C 6.93247 -3.68688 -1.87691
H 9.17931 -4.06713 -4.17896
H 10.68687 -3.44598 -2.30725
H 9.68556 -2.95951 -0.07168
H 7.20197 -3.12611 0.17807
H 5.85455 -3.77815 -1.80339
*
```

The orbital gap is 8.4 eV. The calculation puts the LUMO energy at -0.1023 hartree.

Number 1: E_tot -2292.12412 Ha. Number 2: E_tot -2023.47364 Ha. Number 3: E_tot -2021.49935 Ha.